Here is a cluster of 2 separate species, C3H9NO2 in total from the Open Molecules 2025 dataset. Energies are from wB97M-V/def2-TZVPD.

Computed properties:
* frontier orbital gap: 10.6279 eV
* E_HOMO: -10.00 eV
* LUMO: 0.6 eV

Geometry (Å):
C -1.34795 -2.08073 -0.45968
C 0.13141 -2.09246 -0.75198
N 0.92134 -1.38637 0.12038
O 0.61065 -2.69825 -1.68544
H -1.86551 -2.26068 -1.38364
H -1.73160 -1.17046 -0.00701
H -1.51471 -2.90908 0.24150
H 1.90112 -1.22600 -0.06630
H 0.59539 -1.09054 1.02590
C 0.38394 3.18967 0.45691
O -0.00956 1.94820 1.04066
H -0.50651 3.78628 0.27483
H 1.06707 3.71689 1.12271
H 0.96317 3.03549 -0.45939
H 0.40176 1.23803 0.53054

Atomic forces in eV per Å
0.24 -0.35 0.55
0.41 0.21 0.03
0.11 0.57 0.34
-0.10 0.14 -0.14
-0.25 -0.24 -0.29
0.22 0.14 0.07
-0.25 0.11 -0.21
-0.18 -0.49 -0.12
-0.21 -0.01 -0.15
0.46 -0.28 0.04
0.21 -0.26 -0.26
0.07 0.10 -0.12
-0.17 0.14 0.23
-0.38 0.05 -0.12
-0.19 0.18 0.15

Löwdin population analysis, charges in e, atoms 1 to 5: number 1, C, carries -0.01; number 2, C, carries -0.60; number 3, N, carries 0.14; number 4, O, carries 0.05; number 5, H, carries 0.08

Here is a cluster of 2 separate species, C3H9NO2 in total at a distorted geometry from the Open Molecules 2025 dataset. Energies are from wB97M-V/def2-TZVPD.

Computed properties:
* frontier orbital gap: 10.4435 eV
* E_HOMO: -9.58 eV
* LUMO: 0.9 eV

Geometry (Å):
C 2.74886 -1.06217 0.22315
C 1.47277 -0.43774 -0.18032
O 1.16171 -0.04723 -1.27306
O 0.60541 -0.48952 0.87120
H 3.54210 -0.34427 -0.04287
H 3.26695 -1.89576 -0.22564
H 2.88054 -1.18465 1.27729
H -0.39533 -0.25841 0.76747
C -2.50365 1.07923 0.22653
N -1.46164 0.35221 -0.53465
H -2.63462 0.63746 1.20211
H -3.47674 1.05416 -0.22147
H -2.28873 2.14799 0.19027
H -1.86893 -0.44569 -1.00621
H -1.04869 0.89439 -1.27380

Atomic forces in eV per Å
2.81 1.39 0.20
-2.67 -1.34 0.45
0.68 0.31 -0.37
-0.14 -0.13 1.02
-0.27 0.42 0.14
-1.22 -0.84 -0.79
-0.48 -0.08 0.68
2.29 0.16 -1.62
0.19 0.26 -1.19
-1.42 -0.14 0.56
0.30 0.31 0.54
-0.75 -0.35 -0.54
0.37 -0.13 0.78
0.00 -0.16 0.08
0.33 0.30 0.08

Löwdin population analysis, charges in e, atoms 1 to 5: number 1, C, carries -0.01; number 2, C, carries -0.57; number 3, O, carries 0.07; number 4, O, carries 0.01; number 5, H, carries 0.09

Here is a cluster of 2 separate species, C3H9NO2 in total at a distorted geometry from the Open Molecules 2025 dataset. Energies are from wB97M-V/def2-TZVPD.

Computed properties:
* frontier orbital gap: 9.9304 eV
* E_HOMO: -9.09 eV
* LUMO: 0.8 eV

Geometry (Å):
C 0.57769 -1.88079 0.22093
N -0.26013 -0.79471 0.76104
C 0.07310 0.45743 0.57234
C -0.85153 1.57372 1.20702
O 1.00152 0.89916 -0.09670
H 1.62228 -1.29292 0.12806
H 0.83693 -2.70148 0.96221
H 0.19305 -2.25357 -0.81226
H -1.09900 -0.99934 1.32528
H -1.60853 1.23619 1.84708
H -1.22900 2.21771 0.38648
H -0.15332 2.10985 1.92531
O 0.25323 0.24674 -2.49851
H 1.06982 0.43766 -2.98413
H -0.42613 0.74434 -2.94413

Atomic forces in eV per Å
2.29 0.97 -0.55
-0.96 -3.10 0.80
-0.30 4.45 -0.47
2.53 -0.01 -0.20
0.07 -0.99 0.90
-2.25 -1.60 -0.49
-1.00 0.90 -0.88
0.85 0.58 1.95
0.95 0.19 -0.68
-1.52 -0.75 0.59
0.35 -0.31 0.73
-0.76 -0.15 -1.24
0.33 -0.44 -0.47
-0.30 -0.01 0.31
-0.30 0.27 -0.30

Löwdin population analysis, charges in e, atoms 1 to 5: number 1, C, carries -0.08; number 2, N, carries -0.01; number 3, C, carries -0.59; number 4, C, carries 0.00; number 5, O, carries -0.01

Here is a cluster of 3 separate species, C3H9NO2 in total at a distorted geometry from the Open Molecules 2025 dataset. Energies are from wB97M-V/def2-TZVPD.

Computed properties:
* frontier orbital gap: 7.6010 eV
* E_HOMO: -8.20 eV
* LUMO: -0.6 eV

Geometry (Å):
C -0.86834 -1.36733 -1.48463
C -1.98941 -0.76067 -0.90618
N -2.14071 0.11644 0.17354
C -1.54112 -0.18707 1.26003
H 0.09977 -1.18024 -1.11455
H -1.10026 -1.94960 -2.31887
H -2.93130 -1.18445 -1.34500
H -2.02207 -0.32397 2.25842
H -0.54740 0.21528 1.50275
O 3.88459 -0.06591 1.46626
H 4.31862 0.25877 2.35577
H 3.25569 0.60040 1.07703
O 0.66210 1.81101 -0.70141
H 0.84260 2.72446 -1.06012
H 0.07723 1.29288 -1.16303

Atomic forces in eV per Å
-3.36 2.72 2.49
1.85 -1.53 -3.34
-0.81 -3.52 1.20
0.11 3.77 1.54
1.18 0.03 0.07
0.14 -1.11 -1.00
0.51 1.11 0.41
-0.70 -0.06 -0.65
1.13 -1.35 -0.73
0.55 1.19 1.78
-1.74 -0.49 -2.94
1.13 -0.68 1.12
3.14 3.19 2.14
-0.87 -1.99 0.14
-2.28 -1.27 -2.24

Löwdin population analysis, charges in e, atoms 1 to 5: number 1, C, carries 0.01; number 2, C, carries -0.25; number 3, N, carries -0.02; number 4, C, carries -0.01; number 5, H, carries 0.03

Here is a structure of composition C3H9NO2 from the Open Molecules 2025 dataset. Energies are from wB97M-V/def2-TZVPD.

Computed properties:
* frontier orbital gap (alpha / beta): 9.7242 / 8.3129 eV
* E_HOMO (alpha / beta): -9.57 / -8.42 eV
* LUMO (alpha / beta): 0.2 / -0.1 eV

Geometry (Å):
C -0.00557 -0.03122 -0.11587
C 0.89910 -1.21868 0.06663
C 0.36491 1.25403 0.57994
N -1.58716 -0.54762 0.77889
O -1.01850 -0.08500 -0.95101
O 0.58906 0.41489 -2.02688
H 0.30455 1.31489 -2.23907
H -2.32253 0.15063 0.84107
H -1.97934 -1.44681 0.51490
H -0.35029 2.03546 0.32594
H 1.87139 -0.98024 -0.35946
H 1.01255 -1.44390 1.12709
H 0.48982 -2.07883 -0.45964
H 1.35834 1.55921 0.25765
H 0.37367 1.10319 1.65983

Atomic forces in eV per Å
-0.70 -0.10 -0.17
-0.07 0.05 -0.04
-0.04 -0.06 -0.05
0.08 -0.11 0.57
0.55 0.19 -0.04
0.19 0.06 -0.07
-0.06 -0.07 0.02
0.05 -0.03 -0.10
0.03 0.08 -0.07
0.01 -0.03 0.00
-0.02 0.01 0.02
-0.01 0.03 -0.04
0.00 0.03 0.02
-0.01 -0.03 0.00
0.00 -0.02 -0.05

Löwdin population analysis, charges in e, atoms 1 to 5: number 1, C, carries -0.58; number 2, C, carries -0.02; number 3, C, carries -0.03; number 4, N, carries 0.13; number 5, O, carries -0.04

Here is a cluster of 2 separate species, C3H9NO2 in total at a distorted geometry from the Open Molecules 2025 dataset. Energies are from wB97M-V/def2-TZVPD.

Computed properties:
* frontier orbital gap: 9.9032 eV
* E_HOMO: -9.48 eV
* LUMO: 0.4 eV

Geometry (Å):
C 0.00000 0.00000 0.00000
C -0.86727 0.18335 1.17934
C -1.24377 1.64600 1.49974
N -2.47421 1.94723 1.45829
O -0.43365 2.49233 1.80731
H 0.06933 -1.06009 -0.29666
H 1.02039 0.39016 0.15231
H -0.47374 0.56470 -0.82055
H -0.44904 -0.08327 2.16901
H -1.71432 -0.49997 0.97675
H -3.05636 1.17467 1.12545
H -2.87842 2.88005 1.57221
O -3.14516 -2.43966 -0.58514
H -2.90183 -1.57416 -0.98511
H -3.91899 -2.74655 -1.10978

Atomic forces in eV per Å
1.33 0.33 -1.09
-1.07 -0.03 1.88
3.97 -0.52 -0.20
-6.29 -0.51 -1.01
1.64 0.20 0.18
0.00 0.43 0.16
-0.43 -0.09 -0.17
0.42 -0.28 -0.05
0.21 -0.53 -0.68
-0.19 0.65 0.64
-0.28 0.98 0.34
0.66 -0.66 0.03
-0.53 0.65 -0.89
-0.28 -0.96 0.32
0.83 0.35 0.54

Löwdin population analysis, charges in e, atoms 1 to 5: number 1, C, carries -0.12; number 2, C, carries -0.20; number 3, C, carries -0.64; number 4, N, carries 0.17; number 5, O, carries 0.04

Here is a cluster of 2 separate species, C3H9NO2 in total at a distorted geometry from the Open Molecules 2025 dataset. Energies are from wB97M-V/def2-TZVPD.

Computed properties:
* frontier orbital gap: 10.2165 eV
* E_HOMO: -9.47 eV
* LUMO: 0.7 eV

Geometry (Å):
C 0.95354 2.22167 1.44824
C 1.10964 0.70753 0.92374
O 1.22196 0.20990 -0.08271
O 1.14768 -0.05482 2.12959
H 2.05528 2.60449 1.25013
H 0.91769 2.12538 2.57376
H 0.27100 2.73862 0.89076
H 0.59888 -0.81588 2.25017
C -1.48287 -1.25788 -2.57660
N -2.46559 -1.44436 -1.51826
H -0.89824 -0.29266 -2.37103
H -1.92917 -1.16634 -3.66991
H -0.80281 -2.18351 -2.79589
H -3.33539 -1.98888 -1.77450
H -2.05710 -2.17925 -0.87297

Atomic forces in eV per Å
5.47 -3.11 1.09
-1.42 2.60 7.62
0.41 -1.83 -5.83
0.69 1.45 0.29
-2.25 -0.24 0.19
-0.69 0.55 -1.56
-1.82 1.45 -1.03
-0.41 -0.87 -0.78
0.77 -0.24 -3.08
-0.72 -2.71 1.19
-0.55 -1.68 -0.37
0.34 0.27 2.34
-0.73 1.71 0.93
1.27 1.17 -0.41
-0.36 1.49 -0.59

Löwdin population analysis, charges in e, atoms 1 to 5: number 1, C, carries 0.03; number 2, C, carries -0.53; number 3, O, carries 0.17; number 4, O, carries 0.00; number 5, H, carries 0.12